(1)
{
  "formula": "C4H10N2O",
  "method": "ωB97M-V with the def2-TZVPD basis set",
  "elements": ["C", "C", "H", "H", "H", "H", "H", "H", "C", "N", "C", "N", "O", "H", "H", "H", "H"],
  "xyz": [[0.8677, -1.1279, -1.6466], [-0.5656, -0.9684, -1.1846], [1.3458, -2.0085, -1.2085], [1.4617, -0.2466, -1.3846], [0.9014, -1.2439, -2.7345], [-0.9796, -0.0254, -1.5592], [-1.1915, -1.7648, -1.5980], [0.5312, 0.9781, 0.4805], [0.5511, 1.7567, 1.3175], [-0.6071, 2.4650, 1.3977], [-0.7920, -1.0118, 0.3517], [0.0092, -1.5335, 1.2123], [1.4695, 1.8778, 2.1079], [-1.3714, 2.3193, 0.7557], [-0.7369, 3.0698, 2.1981], [0.9134, -1.8025, 0.8179], [-1.8067, -0.7336, 0.6766]],
  "mulliken_charge": [-1.15, -0.18, 0.30, 0.28, 0.34, 0.24, 0.36, 0.04, 0.45, -0.35, -0.22, -0.61, -0.58, 0.21, 0.22, 0.26, 0.38],
  "homo_ev": -9.9,
  "lumo_energy_ev": 0.7386,
  "smiles": "[H]/N=C\\CC.NC=O",
  "orbital_gap_ha": 0.391,
  "spin_multiplicity": 1
}

***

(2)
{
  "formula": "C4H10N2O",
  "method": "ωB97M-V with the def2-TZVPD basis set",
  "elements": ["C", "C", "C", "N", "C", "O", "N", "H", "H", "H", "H", "H", "H", "H", "H", "H", "H"],
  "xyz": [[-0.0292, -0.1481, 0.2675], [1.9982, 0.9259, 0.9752], [-2.4834, -0.7039, 0.0506], [1.0446, 0.6418, -0.0722], [-1.3045, 0.0576, -0.4938], [1.9226, -0.8783, -0.8689], [-1.4315, 0.7670, -1.5412], [1.9373, -0.7632, -1.8324], [-0.5443, 1.2203, -1.7720], [0.6709, -1.0662, -0.3509], [-0.1184, -0.4565, 1.3129], [2.1439, 0.0944, 1.6723], [1.5781, 1.7771, 1.5253], [2.9489, 1.2249, 0.5424], [-2.2559, -1.7716, 0.1215], [-3.3465, -0.5604, -0.5961], [-2.7309, -0.3609, 1.0599]],
  "mulliken_charge": [-0.24, -0.75, -1.25, -0.26, 0.58, -0.69, -0.75, 0.32, 0.28, 0.48, 0.35, 0.32, 0.38, 0.26, 0.32, 0.36, 0.31],
  "homo_ev": [-9.2, -9.2],
  "lumo_energy_ev": [-0.4634, -0.4636],
  "orbital_gap_ha": [0.320, 0.320],
  "spin_multiplicity": 1
}

***

(3)
{
  "formula": "C4H10N2O",
  "method": "ωB97M-V with the def2-TZVPD basis set",
  "elements": ["O", "C", "N", "C", "C", "C", "N", "H", "H", "H", "H", "H", "H", "H", "H", "H", "H"],
  "xyz": [[2.4392, 1.5902, -1.1691], [1.8171, 1.2199, -0.1984], [0.8076, 0.2888, -0.3168], [0.3429, -0.3360, 0.9364], [-1.1390, -0.1451, 1.1913], [-2.0001, -0.4460, -0.0592], [-1.8647, -1.8294, -0.5177], [1.8325, 1.7550, 0.7502], [0.6665, -0.1769, -1.1955], [0.5522, -1.4170, 0.8344], [0.9593, 0.1010, 1.7008], [-1.3759, 0.8686, 1.5218], [-1.4929, -0.7329, 2.0385], [-1.7589, 0.3010, -0.8416], [-3.0382, -0.3016, 0.2825], [-1.4743, -1.9180, -1.4478], [-1.2363, -2.3936, 0.0426]],
  "mulliken_charge": [-0.55, 0.05, -0.06, -0.70, -0.61, -0.62, -0.59, 0.29, 0.25, 0.21, 0.48, 0.35, 0.35, 0.30, 0.31, 0.28, 0.25],
  "homo_ev": -9.6,
  "lumo_energy_ev": 0.8355,
  "smiles": "NCCCNC=O",
  "orbital_gap_ha": 0.382,
  "spin_multiplicity": 1
}

***

(4)
{
  "formula": "C4H10N2O",
  "method": "ωB97M-V with the def2-TZVPD basis set",
  "elements": ["N", "C", "C", "C", "O", "C", "N", "H", "H", "H", "H", "H", "H", "H", "H", "H", "H"],
  "xyz": [[1.3979, 0.2000, -1.0880], [0.2301, -0.1136, -0.2254], [0.7081, -0.1324, 1.2446], [0.0893, -1.2075, 2.0946], [-0.9570, -1.7548, 1.8812], [-0.8633, 0.9154, -0.3897], [-1.5542, 0.7747, -1.7120], [1.1509, 0.7408, -1.9026], [1.9311, -0.6201, -1.3244], [-0.0098, -1.1405, -0.4976], [0.4872, 0.8107, 1.7450], [1.7940, -0.2271, 1.3000], [0.6995, -1.4055, 3.0011], [-1.6305, 0.7071, 0.3493], [-0.4503, 1.9215, -0.4132], [-0.8499, 0.5567, -2.4063], [-2.1732, -0.0254, -1.6566]],
  "mulliken_charge": [-0.64, 0.56, -0.90, 0.06, -0.47, -1.00, -0.65, 0.20, 0.22, 0.28, 0.29, 0.38, 0.35, 0.44, 0.40, 0.22, 0.27],
  "homo_ev": -9.3,
  "lumo_energy_ev": 0.9697,
  "smiles": "NC[C@@H](N)CC=O",
  "orbital_gap_ha": 0.376,
  "spin_multiplicity": 1
}

***

(5)
{
  "formula": "C4H10N2O",
  "method": "ωB97M-V with the def2-TZVPD basis set",
  "elements": ["C", "C", "C", "N", "N", "C", "O", "H", "H", "H", "H", "H", "H", "H", "H", "H", "H"],
  "xyz": [[-1.2756, -0.1526, 0.3924], [-1.8910, -1.5047, 0.1476], [0.9244, 0.5722, 0.0968], [0.7757, 1.8611, 0.4373], [2.8922, 0.5940, -0.3957], [0.7555, -0.6584, 0.0533], [-1.8293, 0.8670, -0.3805], [-1.8412, 0.5842, -1.3037], [-1.3044, 0.1724, 1.4293], [1.6113, 2.3740, 0.1561], [-0.1132, 2.2661, 0.1695], [3.0924, -0.0360, -1.1696], [3.4643, 0.2740, 0.3824], [0.9015, -1.6601, -0.2703], [-1.7133, -1.8363, -0.8800], [-1.4740, -2.2471, 0.8266], [-2.9752, -1.4698, 0.3086]],
  "mulliken_charge": [0.07, -1.43, 0.74, -0.49, -0.88, -0.77, -0.52, 0.34, 0.42, 0.37, 0.27, 0.19, 0.17, 0.42, 0.38, 0.36, 0.35],
  "homo_ev": [-7.0, -7.0],
  "lumo_energy_ev": [0.7529, 0.7529],
  "orbital_gap_ha": [0.284, 0.285],
  "spin_multiplicity": 1
}

***

(6)
{
  "formula": "C4H10N2O",
  "method": "ωB97M-V with the def2-TZVPD basis set",
  "elements": ["C", "C", "C", "O", "N", "C", "N", "H", "H", "H", "H", "H", "H", "H", "H", "H", "H"],
  "xyz": [[0.7754, 0.1273, 0.5471], [0.3484, -1.1008, 1.4192], [0.8386, -2.3611, 0.8210], [1.6661, -3.1529, 1.1824], [0.0206, 0.1610, -0.6943], [-1.1559, 1.0212, -0.8554], [-0.9699, 2.2573, -1.5468], [1.8060, 0.0483, 0.1926], [0.4854, 1.0083, 1.1095], [0.8875, -1.0336, 2.4013], [-0.7096, -0.9637, 1.6216], [0.3191, -2.5422, -0.1586], [0.1172, -0.5678, -1.3750], [-1.8947, 0.4620, -1.4304], [-1.5051, 1.2268, 0.1738], [-0.5167, 2.4447, -2.4307], [-0.5126, 2.9652, -0.9773]],
  "mulliken_charge": [-0.70, -0.30, 0.00, -0.47, -0.24, -0.55, -0.60, 0.32, 0.34, 0.28, 0.28, 0.28, 0.23, 0.33, 0.37, 0.20, 0.23],
  "homo_ev": -8.6,
  "lumo_energy_ev": 0.9124,
  "smiles": "NCNCCC=O",
  "orbital_gap_ha": 0.349,
  "spin_multiplicity": 1
}

***

(7)
{
  "formula": "C4H10N2O",
  "method": "ωB97M-V with the def2-TZVPD basis set",
  "elements": ["C", "N", "N", "O", "H", "H", "H", "H", "C", "C", "C", "H", "H", "H", "H", "H", "H"],
  "xyz": [[-0.5886, 1.4843, -1.5571], [-1.4343, 1.7414, -0.4656], [-0.3673, 0.1602, -1.9120], [-0.0538, 2.0780, -0.3480], [-1.9882, 2.5946, -0.5629], [-0.5511, 2.1778, -2.3991], [-0.3693, -0.4503, -1.1025], [0.4706, 0.0283, -2.4620], [-0.5081, -1.1370, 1.6168], [0.8540, -1.5418, 1.1562], [1.7553, -0.7077, 0.6677], [1.0796, -2.5990, 1.2407], [-1.2768, -1.7000, 1.0856], [-0.6222, -1.3561, 2.6788], [-0.6744, -0.0737, 1.4633], [2.7265, -1.0447, 0.3422], [1.5481, 0.3459, 0.5578]],
  "mulliken_charge": [0.09, -0.44, -0.50, -0.32, 0.27, 0.38, 0.23, 0.27, -1.01, 0.01, -0.68, 0.29, 0.29, 0.35, 0.26, 0.24, 0.26],
  "homo_ev": -9.5,
  "lumo_energy_ev": 1.0502,
  "smiles": "N[C@H]1NO1.C=CC",
  "orbital_gap_ha": 0.388,
  "spin_multiplicity": 1
}

***

(8)
{
  "formula": "C4H10N2O",
  "method": "ωB97M-V with the def2-TZVPD basis set",
  "elements": ["C", "N", "C", "C", "C", "N", "O", "H", "H", "H", "H", "H", "H", "H", "H", "H", "H"],
  "xyz": [[1.8193, 0.4918, -1.1571], [0.3016, 0.4513, -1.4323], [-0.2948, -1.5060, 0.0232], [-0.5760, -0.1051, -0.3567], [-0.6633, 0.9296, 0.9880], [-1.5980, 0.5421, 1.8347], [0.0262, 1.8943, 1.1383], [2.1087, 1.2559, -0.5406], [2.5112, 0.3705, -2.0126], [1.7798, -0.4328, -0.6955], [0.0295, 1.3579, -1.9221], [0.4101, -1.3806, 0.8306], [-1.1608, -2.0463, 0.4802], [0.1538, -2.1429, -0.7702], [-1.5796, 0.0452, -0.7027], [-1.0823, 0.5513, 2.7133], [-2.1855, -0.2762, 1.5817]],
  "lowdin_spin": [0.05, 0.57, 0.01, 0.08, 0.09, 0.05, 0.09, 0.02, 0.01, 0.00, 0.01, 0.00, 0.00, 0.00, 0.01, 0.00, 0.00],
  "total_charge": 1,
  "homo_ev": [-14.9, -15.0],
  "lumo_energy_ev": [-3.0690, -7.9441],
  "s2": 0.7574,
  "orbital_gap_ha": [0.435, 0.259],
  "spin_multiplicity": 2
}

***

So what do the calculations give for ΔE to the lowest compared entry with this formula, charge and spin? Going down the list: 1.616 5.562 1.355 1.895 6.888 2.594 4.161 1.673 eV.